{
  "formula": "C4H12O2",
  "method": "ωB97M-V/def2-TZVPD",
  "total_energy_ha": -309.87993,
  "largest_force_ev_per_a": 4.5,
  "orbital_gap_ev": 6.842,
  "smiles": "C=C(C)C.O.O",
  "species": ["C", "C", "C", "C", "H", "H", "H", "H", "H", "H", "H", "H", "O", "H", "H", "O", "H", "H"],
  "xyz": [[0.9809, 0.4141, -0.8795], [0.0869, -0.4457, -0.4003], [0.2266, -1.9714, -0.4854], [-1.2171, -0.1115, 0.2777], [1.7547, 0.9111, -0.3389], [1.0051, 0.6788, -2.0402], [1.3474, -2.2994, -0.5568], [-0.2723, -2.3806, 0.5746], [-0.4006, -2.2770, -1.3215], [-1.8087, 0.7757, -0.0245], [-1.8260, -1.0123, 0.1970], [-1.0971, 0.2890, 1.3747], [-4.3148, -1.1260, 2.9605], [-3.6715, -0.9291, 3.6133], [-3.8610, -1.4689, 2.2717], [4.2684, 3.3916, -1.4705], [3.6426, 3.8943, -2.0671], [5.1567, 3.6674, -1.6849]],
  "atomic_forces_ev_per_a": [[1.56, 1.99, -3.74], [-1.99, -1.88, 1.32], [0.04, -0.38, 0.86], [0.45, 1.76, 3.42], [-0.95, 2.14, 0.91], [1.35, -2.30, 1.87], [-2.40, 0.56, -0.04], [1.43, 0.92, -2.90], [0.11, -1.03, -0.05], [0.73, -0.58, -1.02], [-0.22, 0.22, 0.53], [-0.12, -1.43, -1.17], [-3.03, 1.42, 2.53], [0.84, 0.32, 0.99], [2.20, -1.73, -3.52], [-1.56, 0.56, -0.74], [1.33, -0.82, 1.00], [0.22, 0.25, -0.25]],
  "mulliken_charge": [-0.893, 0.645, -1.004, -1.025, 0.322, 0.173, 0.311, 0.288, 0.285, 0.347, 0.338, 0.213, -0.606, 0.311, 0.293, -0.634, 0.324, 0.313]
}

{
  "formula": "C25H47Br2NO3Si2Sn",
  "method": "ωB97M-V/def2-TZVPD",
  "total_energy_ha": -7202.58407,
  "largest_force_ev_per_a": 2.3,
  "orbital_gap_ev": 6.664,
  "species": ["O", "O", "C", "C", "H", "H", "H", "H", "H", "C", "C", "H", "H", "H", "H", "H", "C", "C", "C", "H", "H", "H", "H", "H", "C", "H", "H", "H", "H", "H", "H", "Sn", "C", "Si", "H", "H", "C", "C", "C", "C", "Si", "H", "H", "C", "C", "C", "H", "H", "H", "H", "H", "H", "H", "H", "H", "H", "H", "H", "H", "H", "H", "H", "H", "H", "Br", "C", "C", "C", "Br", "C", "C", "C", "C", "N", "C", "C", "O", "H", "H", "H", "H"],
  "xyz": [[-0.9788, -2.3559, -1.6110], [-2.2992, -0.7064, -3.1650], [0.2348, -3.0887, -1.4146], [0.7123, -3.2366, 0.0152], [0.9821, -2.5484, -2.0171], [0.0827, -4.0758, -1.8830], [0.5555, -2.3337, 0.6163], [1.7846, -3.4503, 0.0124], [0.2139, -4.0819, 0.5001], [-1.9937, -2.4530, -0.5860], [-3.0855, -3.4033, -0.9930], [-2.3941, -1.4360, -0.4639], [-1.5439, -2.7498, 0.3769], [-3.6586, -2.9929, -1.8293], [-3.7650, -3.5471, -0.1484], [-2.6703, -4.3753, -1.2792], [-3.3882, 0.2209, -3.2827], [-2.0419, -1.4864, -4.3451], [-4.4030, -0.0392, -2.1971], [-3.8601, 0.1308, -4.2765], [-2.9671, 1.2326, -3.1770], [-4.8859, -1.0117, -2.3391], [-5.1744, 0.7307, -2.2517], [-3.9613, -0.0075, -1.1971], [-3.1634, -2.4453, -4.6692], [-1.1152, -2.0319, -4.1236], [-1.8478, -0.8107, -5.2007], [-3.3367, -3.1337, -3.8351], [-2.8696, -3.0320, -5.5440], [-4.0900, -1.9137, -4.9094], [-0.9479, -0.5036, -1.8516], [0.4316, 1.6823, 0.9872], [-0.3114, 0.3826, -1.4731], [0.6221, 1.1418, -2.9428], [-1.0164, 1.1138, -1.0376], [0.3905, -0.0572, -0.7435], [1.4769, -0.2169, -3.9290], [1.9035, 2.3881, -2.3622], [-0.5117, 2.0664, -4.1274], [2.4377, 0.6889, 0.8585], [3.7282, 1.2948, 2.0825], [2.7806, 0.7546, -0.1838], [2.2411, -0.3780, 1.0638], [4.6506, 2.7250, 1.2966], [4.8765, -0.1405, 2.4716], [2.9838, 1.8634, 3.7118], [0.0979, 2.5118, -4.9271], [-1.0292, 2.8796, -3.6041], [-1.2669, 1.4240, -4.5989], [2.4224, -0.5009, -3.4447], [1.7060, 0.1622, -4.9369], [0.8571, -1.1175, -4.0360], [2.4283, 2.1090, -1.4435], [1.4241, 3.3623, -2.2004], [2.6559, 2.5128, -3.1537], [5.3184, -0.5523, 1.5549], [4.3360, -0.9506, 2.9805], [5.6935, 0.1911, 3.1252], [2.5669, 1.0275, 4.2904], [2.1956, 2.6170, 3.5878], [3.7846, 2.3166, 4.3174], [5.4126, 3.1171, 1.9840], [3.9679, 3.5470, 1.0456], [5.1581, 2.4098, 0.3749], [1.5038, -2.4831, 3.4139], [0.4061, -1.1080, 4.1510], [0.1706, -1.0376, 5.5269], [-0.4354, 0.0735, 6.1047], [-0.6525, 0.1347, 8.0017], [-0.8205, 1.1975, 5.3169], [-1.2957, 2.4306, 5.8129], [-1.3857, 3.5123, 4.9606], [-0.9843, 3.3874, 3.6206], [-0.5797, 2.2169, 3.1067], [-0.5887, 1.1116, 3.9062], [-0.0941, -0.0974, 3.3044], [0.0347, -0.1495, 1.9970], [0.4843, -1.8656, 6.1470], [-1.5593, 2.5103, 6.8624], [-1.7428, 4.4799, 5.3002], [-0.9978, 4.2469, 2.9484]],
  "atomic_forces_ev_per_a": [[-0.27, -0.72, 0.96], [-0.87, -0.12, -1.13], [-0.31, -0.01, -0.57], [0.07, -0.14, 0.09], [-0.20, -0.13, 0.16], [0.31, 0.07, 0.16], [0.03, -0.11, -0.20], [-0.06, -0.01, -0.01], [0.07, 0.19, 0.13], [0.83, 0.22, -0.20], [-0.26, -0.15, 0.02], [0.14, -0.24, 0.01], [-0.23, 0.16, -0.40], [0.12, -0.14, 0.15], [-0.05, -0.08, -0.08], [-0.10, 0.09, 0.03], [0.53, -0.19, -0.07], [0.16, 0.50, 0.40], [-0.35, -0.02, -0.02], [0.17, 0.18, 0.29], [-0.19, -0.19, -0.11], [0.09, 0.10, 0.07], [-0.09, 0.00, 0.09], [0.04, 0.01, -0.18], [0.03, -0.21, -0.09], [-0.30, 0.13, -0.05], [-0.04, -0.19, 0.23], [0.01, 0.16, -0.22], [-0.14, -0.01, 0.02], [0.08, -0.16, 0.05], [1.35, 1.73, 0.70], [0.48, 0.31, -0.73], [-0.86, -0.80, -1.03], [-0.24, -0.32, 0.26], [0.31, -0.33, -0.14], [-0.18, 0.13, -0.08], [0.12, -0.01, 0.02], [0.12, 0.18, -0.20], [-0.08, 0.00, -0.02], [0.06, 0.00, 0.37], [-0.28, -0.56, -0.61], [0.09, 0.08, 0.35], [-0.07, 0.36, -0.02], [0.23, 0.12, 0.11], [0.26, 0.10, 0.10], [0.06, 0.09, 0.21], [-0.13, -0.05, 0.17], [0.03, -0.06, -0.13], [0.23, 0.13, 0.13], [-0.18, -0.02, -0.15], [0.03, -0.14, 0.24], [0.15, 0.25, 0.04], [-0.12, 0.08, -0.26], [0.12, -0.12, 0.02], [-0.09, 0.07, 0.15], [-0.07, 0.08, 0.16], [0.07, 0.20, -0.11], [-0.04, -0.15, -0.05], [0.05, 0.12, -0.13], [0.11, -0.04, 0.03], [-0.25, -0.08, -0.08], [-0.11, 0.00, -0.16], [0.10, -0.12, 0.02], [-0.13, 0.06, 0.17], [-0.50, 0.32, 0.33], [-0.63, 0.84, -0.65], [-0.30, 0.67, 0.62], [0.06, -0.47, -0.37], [-0.02, -0.09, -0.34], [0.42, -0.41, -0.38], [0.04, 0.25, -0.35], [-0.16, -0.13, 0.12], [0.35, -1.15, -0.46], [-0.80, 0.51, 1.44], [0.54, 0.21, 0.94], [0.80, -0.58, -0.72], [-0.48, 0.02, 0.79], [0.07, 0.08, 0.11], [0.08, 0.08, -0.13], [0.06, -0.19, 0.06], [0.15, -0.25, 0.10]],
  "mulliken_charge": [-0.149, -0.034, -0.321, -1.044, 0.248, 0.359, -0.111, 0.402, 0.419, 0.227, -1.278, -0.134, 0.593, -0.008, 0.439, 0.271, -0.340, -0.086, -1.299, 0.491, 0.147, 0.264, 0.455, 0.205, -1.264, -0.064, 0.385, 0.249, 0.435, 0.315, -1.430, 0.467, 1.611, 0.493, 0.630, -0.531, -1.062, -0.676, -1.090, -0.409, -0.020, 0.528, -0.021, -1.051, -0.983, -0.789, 0.394, 0.307, 0.189, 0.348, 0.364, 0.211, 0.024, 0.252, 0.328, 0.298, 0.235, 0.331, 0.157, 0.185, 0.466, 0.318, 0.297, 0.303, -0.139, -0.060, -0.433, -0.140, -0.233, 0.653, -0.693, -0.765, -0.311, 0.029, 0.360, 0.109, -0.445, 0.453, 0.347, 0.383, 0.439]
}

{
  "formula": "C29H28BrN5O2Pd",
  "method": "ωB97M-V/def2-TZVPD",
  "total_energy_ha": -4248.09892,
  "largest_force_ev_per_a": 0.3,
  "orbital_gap_ev": 6.889,
  "species": ["Pd", "N", "C", "C", "C", "C", "C", "C", "C", "C", "C", "C", "C", "C", "N", "C", "C", "C", "C", "N", "H", "H", "H", "H", "H", "H", "H", "H", "H", "H", "Br", "C", "C", "C", "C", "C", "C", "C", "O", "O", "H", "H", "H", "H", "C", "C", "N", "C", "C", "C", "C", "N", "H", "H", "H", "H", "H", "H", "H", "H", "H", "H", "H", "H", "H", "H"],
  "xyz": [[-0.2111, 0.1570, -0.0631], [6.3096, 7.4253, -3.2746], [5.5950, 6.6011, -2.9141], [4.6986, 5.5695, -2.4633], [3.3949, 5.8967, -2.0990], [2.5374, 4.9032, -1.6608], [2.9670, 3.5812, -1.5948], [4.2708, 3.2616, -1.9626], [5.1388, 4.2503, -2.3923], [2.0389, 2.5149, -1.1260], [1.6814, 1.5350, -2.0332], [2.0293, 1.4576, -3.4150], [1.4089, 0.3496, -3.9243], [0.6835, -0.2285, -2.8528], [0.8440, 0.4622, -1.7379], [1.6462, 2.5665, 0.2196], [2.1858, 3.3981, 1.2300], [1.6629, 2.9625, 2.4309], [0.8156, 1.8854, 2.1222], [0.7839, 1.6606, 0.8088], [3.0625, 6.9239, -2.1605], [1.5238, 5.1481, -1.3714], [4.6030, 2.2335, -1.9026], [6.1546, 4.0071, -2.6719], [2.6546, 2.1603, -3.9412], [1.4429, -0.0203, -4.9356], [0.0557, -1.1054, -2.8611], [2.9103, 4.1812, 1.0768], [1.8707, 3.3446, 3.4168], [0.2232, 1.2820, 2.7920], [-4.5980, -4.8507, -3.1456], [-2.8972, -4.9164, -2.3030], [-2.2527, -6.1354, -2.1749], [-1.0105, -6.1745, -1.5560], [-0.4302, -5.0119, -1.0742], [-1.0894, -3.7968, -1.2107], [-2.3326, -3.7452, -1.8314], [-0.4381, -2.5449, -0.6718], [-1.1359, -1.4650, -0.8598], [0.6428, -2.6040, -0.1069], [-2.7143, -7.0369, -2.5531], [-0.4980, -7.1220, -1.4523], [0.5357, -5.0198, -0.5879], [-2.8388, -2.7968, -1.9376], [-2.4951, -1.7784, 4.1096], [-3.5106, -1.3078, 3.0729], [-3.4457, 0.1212, 2.7720], [-4.4815, 0.9625, 3.3658], [-4.2418, 1.2766, 4.8360], [-2.4292, 0.6220, 2.0274], [-2.4100, 2.0990, 1.7703], [-1.5052, -0.1366, 1.5247], [-2.6164, -2.8470, 4.2876], [-2.6349, -1.2565, 5.0555], [-1.4698, -1.6076, 3.7826], [-4.5211, -1.5083, 3.4278], [-3.4049, -1.8764, 2.1437], [-5.4329, 0.4405, 3.2452], [-4.5683, 1.8827, 2.7955], [-4.2502, 0.3709, 5.4425], [-5.0237, 1.9369, 5.2126], [-3.2788, 1.7700, 4.9766], [-2.4445, 2.6667, 2.7002], [-3.2756, 2.3781, 1.1674], [-1.5131, 2.3623, 1.2231], [-1.6918, -1.1222, 1.6625]],
  "atomic_forces_ev_per_a": [[-0.06, 0.14, 0.29], [0.00, 0.00, 0.00], [0.00, -0.01, 0.00], [0.01, 0.02, -0.01], [-0.01, -0.01, 0.01], [0.00, 0.02, 0.01], [-0.03, -0.04, 0.01], [0.01, 0.02, -0.02], [-0.02, -0.01, 0.01], [0.09, 0.01, -0.02], [-0.14, 0.02, 0.02], [0.02, 0.04, -0.01], [0.00, -0.02, -0.02], [0.06, -0.03, 0.10], [-0.04, -0.02, -0.13], [-0.03, 0.00, 0.03], [0.04, -0.06, -0.02], [0.00, -0.01, 0.04], [-0.03, 0.10, -0.02], [0.06, -0.07, 0.05], [0.00, 0.00, 0.00], [0.00, 0.00, 0.00], [0.00, 0.00, 0.00], [0.00, 0.00, 0.00], [0.01, -0.01, 0.00], [0.01, -0.01, 0.00], [0.00, 0.04, -0.06], [-0.02, 0.02, -0.01], [0.00, 0.00, 0.00], [0.06, 0.00, 0.01], [0.00, 0.00, 0.00], [-0.01, 0.00, 0.00], [0.00, 0.00, 0.00], [0.00, 0.00, 0.00], [0.01, 0.00, 0.00], [0.02, -0.01, -0.02], [0.00, 0.01, 0.00], [-0.27, -0.01, -0.03], [0.11, -0.03, 0.00], [0.05, -0.02, 0.06], [0.00, 0.00, 0.00], [0.00, 0.00, 0.00], [0.00, 0.00, 0.00], [0.00, 0.00, 0.00], [0.01, 0.01, 0.00], [0.01, -0.02, -0.01], [0.05, 0.01, 0.01], [-0.01, 0.01, -0.01], [0.00, 0.00, 0.01], [-0.14, -0.07, 0.01], [-0.02, 0.01, -0.06], [-0.05, 0.03, -0.23], [0.00, 0.00, -0.01], [-0.01, 0.00, 0.00], [0.00, 0.00, 0.00], [0.00, 0.01, 0.01], [0.00, 0.00, 0.00], [0.00, 0.00, 0.00], [0.01, 0.00, 0.00], [0.00, 0.00, 0.00], [0.00, 0.00, 0.00], [0.00, 0.00, 0.00], [0.01, 0.00, 0.00], [0.00, 0.00, 0.01], [0.00, -0.01, -0.01], [0.23, -0.02, 0.01]],
  "mulliken_charge": [0.773, -0.518, -0.088, 0.602, -0.861, -0.105, -0.342, -0.177, -0.867, 1.316, -0.015, -0.464, -1.160, -0.473, -0.072, -0.287, -0.284, -1.433, -0.563, 0.084, 0.444, 0.501, 0.534, 0.447, 0.532, 0.441, 0.492, 0.550, 0.445, 0.655, -0.207, -0.166, -0.360, -0.546, -0.439, 0.422, -0.255, 0.623, -0.733, -0.703, 0.400, 0.396, 0.465, 0.476, -0.901, -1.100, 0.162, -0.843, -1.039, 1.456, -1.451, -0.113, 0.384, 0.301, 0.264, 0.413, 0.518, 0.411, 0.398, 0.289, 0.411, 0.260, 0.281, 0.488, 0.119, -0.188]
}

Relative energy (zero: lowest compared OMol25 entry of this formula, charge and spin) in kcal/mol, matching the order above: 121.1 0.0 0.0